Entry from the Open Molecules 2025 dataset: C12H18N3O4PPdS2 as an isolated structure (wB97M-V/def2-TZVPD).

Properties
Charge ... -2
LUMO level ... 4.438 eV
Relative energy (zero: lowest compared OMol25 entry of this formula, charge and spin) ... 34.9 kcal/mol

Positions of all 41 atoms, in Å:
1 Pd -0.33 0.54 2.31
2 C 2.42 0.17 2.88
3 P 2.23 -0.94 1.47
4 C 1.24 -0.06 0.24
5 C 3.90 -0.98 0.75
6 O 1.78 -2.32 1.80
7 H 3.09 1.00 2.65
8 H 2.78 -0.40 3.74
9 H 1.43 0.60 3.15
10 H 1.68 0.91 0.00
11 H 0.21 0.11 0.65
12 H 1.12 -0.69 -0.64
13 H 4.21 0.00 0.39
14 H 3.91 -1.70 -0.07
15 H 4.60 -1.32 1.52
16 N -2.45 -0.26 3.73
17 C -1.53 0.75 4.05
18 N -2.02 2.04 3.80
19 S -0.35 0.46 5.28
20 H -3.00 -0.03 2.90
21 H -2.02 -1.16 3.67
22 H -2.42 2.11 2.86
23 H -1.29 2.72 3.93
24 O -3.31 -3.15 -0.24
25 C -4.26 -2.26 -0.65
26 C -5.34 -2.71 -1.42
27 C -6.34 -1.84 -1.84
28 C -6.27 -0.50 -1.48
29 C -5.19 -0.06 -0.72
30 C -4.16 -0.90 -0.30
31 C -3.02 -0.28 0.54
32 O -1.98 -0.96 0.66
33 O -3.31 0.82 1.06
34 H -3.59 -4.02 -0.52
35 H -5.39 -3.76 -1.69
36 H -7.16 -2.22 -2.43
37 H -7.04 0.19 -1.79
38 H -5.10 0.98 -0.42
39 S 1.88 5.29 1.33
40 C 1.09 3.85 1.64
41 N 0.54 2.84 1.87

Entry from the Open Molecules 2025 dataset: C12H18NO2 as an isolated structure (wB97M-V/def2-TZVPD).

Properties
Charge ... +1
LUMO level (alpha / beta) ... -3.719 / -3.719 eV
Relative energy (zero: lowest compared OMol25 entry of this formula, charge and spin) ... 126.7 kcal/mol

Positions of all 33 atoms, in Å:
1 C -2.73 1.80 -0.68
2 C -2.14 1.07 -1.69
3 C -2.05 2.17 0.33
4 C -0.84 0.61 -1.52
5 C -0.64 1.81 0.64
6 C -0.13 0.78 -0.32
7 C -0.42 -2.93 -0.10
8 C -0.77 -1.35 0.93
9 C 2.92 0.00 -1.52
10 C 1.61 0.16 1.41
11 C 1.75 -0.80 -0.86
12 C 1.03 0.08 0.06
13 N -1.40 -0.67 1.85
14 O 0.09 -2.34 1.09
15 O -1.26 -1.83 -0.27
16 H -3.82 2.01 -0.60
17 H -2.64 0.81 -2.61
18 H -2.48 2.70 1.13
19 H -0.16 0.38 -2.26
20 H -0.06 2.80 0.52
21 H 0.52 -3.15 -0.75
22 H -0.88 -3.83 0.19
23 H 3.83 -0.05 -0.86
24 H 2.48 1.02 -1.61
25 H 3.18 -0.35 -2.52
26 H 1.17 0.83 2.16
27 H 2.64 0.63 1.47
28 H 1.93 -0.69 1.92
29 H 1.04 -1.23 -1.47
30 H 2.02 -1.69 -0.27
31 H -0.64 1.74 1.68
32 H -1.04 -0.55 2.85
33 H -2.10 0.04 1.67

Entry from the Open Molecules 2025 dataset: C12H18NO4PtSSbSe4Te as an isolated structure (wB97M-V/def2-TZVPD).

Properties
Charge ... -2
Multiplicity ... 3
LUMO level (alpha / beta) ... 3.534 / 3.534 eV
Relative energy (zero: lowest compared OMol25 entry of this formula, charge and spin) ... 46.4 kcal/mol

Positions of all 43 atoms, in Å:
1 Pt 3.08 -2.46 0.82
2 Se 6.74 -4.60 2.76
3 Sb 5.68 -2.46 2.34
4 Se 4.76 -4.16 0.42
5 Se 3.57 -1.83 3.42
6 Se 6.87 -0.64 1.21
7 C -3.14 3.96 1.98
8 C -3.14 2.83 1.00
9 C -1.96 2.74 0.16
10 C -1.90 1.82 -0.85
11 C -2.99 0.91 -1.03
12 C -4.12 1.00 -0.26
13 C -4.22 1.97 0.74
14 S -2.88 -0.43 -2.33
15 O -2.47 0.11 -3.64
16 O -4.12 -1.17 -2.28
17 N -1.61 -1.43 -1.93
18 C -1.67 -2.50 -0.94
19 C -0.95 -2.13 0.35
20 C 0.57 -2.06 0.25
21 O 1.25 -1.10 0.62
22 O 1.23 -3.09 -0.21
23 H -2.47 3.70 2.79
24 H -4.14 4.12 2.46
25 H -2.77 5.00 1.61
26 H -1.08 3.22 0.37
27 H -0.99 1.74 -1.44
28 H -4.86 0.21 -0.42
29 H -5.10 2.09 1.37
30 H -0.73 -0.97 -2.11
31 H -1.24 -3.45 -1.41
32 H -2.71 -2.75 -0.71
33 H -1.14 -2.97 1.01
34 H -1.27 -1.16 0.79
35 C 3.79 1.35 0.43
36 Te 4.32 -0.51 -0.52
37 C 2.85 -0.02 -1.99
38 H 2.74 1.28 0.73
39 H 3.95 2.12 -0.29
40 H 4.35 1.56 1.33
41 H 3.37 -0.09 -2.96
42 H 2.51 0.97 -1.75
43 H 2.02 -0.73 -1.91

Entry from the Open Molecules 2025 dataset: C12H18O13Rb6S as an isolated structure (wB97M-V/def2-TZVPD).

Properties
Charge ... +4
LUMO level ... -12.946 eV

Positions of all 50 atoms, in Å:
1 Rb -19.38 -20.57 22.17
2 Rb -20.61 -18.06 19.39
3 Rb -16.30 -16.41 19.34
4 Rb -14.21 -19.83 18.76
5 Rb -16.04 -18.84 22.88
6 Rb -16.11 -22.71 20.74
7 S -17.40 -19.99 19.03
8 O -18.82 -20.29 19.31
9 O -16.69 -19.77 20.26
10 O -16.76 -21.15 18.50
11 O -17.24 -18.77 18.19
12 C -18.06 -19.21 13.07
13 C -18.11 -19.29 14.58
14 C -17.81 -17.97 15.31
15 O -19.12 -17.66 15.96
16 C -20.01 -18.62 15.72
17 O -21.19 -18.60 16.13
18 O -19.46 -19.63 15.12
19 H -18.93 -18.69 12.66
20 H -18.02 -20.22 12.65
21 H -17.17 -18.67 12.76
22 H -17.34 -19.87 15.09
23 H -17.72 -17.10 14.66
24 H -16.87 -17.98 15.87
25 C -13.90 -25.13 15.27
26 C -14.69 -23.83 15.42
27 C -14.85 -23.07 16.66
28 O -13.68 -22.23 16.64
29 C -13.15 -22.12 15.41
30 O -12.22 -21.33 15.03
31 O -14.01 -22.94 14.56
32 H -12.94 -25.05 15.79
33 H -13.55 -25.20 14.24
34 H -14.52 -25.97 15.58
35 H -15.66 -23.99 14.94
36 H -14.88 -23.63 17.60
37 H -15.61 -22.29 16.73
38 C -21.60 -22.70 14.74
39 C -20.56 -22.87 15.89
40 C -21.09 -22.88 17.31
41 O -20.85 -24.24 17.93
42 C -20.20 -24.91 16.99
43 O -19.94 -26.06 17.14
44 O -19.92 -24.15 15.87
45 H -22.48 -23.31 14.94
46 H -21.33 -23.17 13.79
47 H -22.02 -21.73 14.49
48 H -19.83 -22.06 15.87
49 H -22.18 -22.92 17.31
50 H -20.81 -22.07 17.98

Entry from the Open Molecules 2025 dataset: the molecule C12H18O2Si (wB97M-V/def2-TZVPD).

Properties
LUMO level ... 0.485 eV
Relative energy (zero: lowest compared OMol25 entry of this formula, charge and spin) ... 0.0 kcal/mol
SMILES ... CC(C)(C)[Si](O)(O)/C=C/c1ccccc1

Positions of all 33 atoms, in Å:
1 C 5.50 0.10 -0.32
2 C 5.19 -1.21 0.00
3 C 4.53 1.13 -0.38
4 C 3.81 -1.50 0.05
5 C 3.19 0.82 -0.10
6 C 2.83 -0.53 0.07
7 C 1.41 -0.91 0.25
8 C 0.36 -0.19 -0.09
9 C -2.45 1.55 -1.06
10 C -4.11 -0.02 -0.39
11 C -3.09 1.22 1.35
12 C -2.80 0.51 0.03
13 O -1.72 -2.00 -0.91
14 O -1.45 -1.89 1.37
15 Si -1.43 -0.80 0.15
16 H 6.55 0.35 -0.45
17 H 5.89 -1.92 0.30
18 H 4.93 2.07 -0.81
19 H 3.53 -2.52 0.28
20 H 2.45 1.62 -0.34
21 H 1.15 -1.93 0.42
22 H 0.55 0.79 -0.65
23 H -1.53 2.07 -0.71
24 H -2.45 1.25 -2.07
25 H -3.27 2.40 -1.13
26 H -4.66 -0.74 0.34
27 H -4.04 -0.57 -1.41
28 H -4.89 0.80 -0.33
29 H -3.32 0.30 2.09
30 H -2.26 1.87 1.79
31 H -4.07 1.77 1.35
32 H -2.62 -2.20 -0.93
33 H -1.73 -1.67 2.26

Entry from the Open Molecules 2025 dataset: the molecule C12H18O8S (wB97M-V/def2-TZVPD).

Properties
LUMO level ... 0.521 eV
Relative energy (zero: lowest compared OMol25 entry of this formula, charge and spin) ... 2.4 kcal/mol
SMILES ... COC(=O)[C@H](CS(=O)(=O)C[C@H](C(C)=O)C(=O)OC)C(C)=O

Positions of all 39 atoms, in Å:
1 O -0.94 2.76 3.56
2 O -0.75 -2.51 -0.32
3 O 1.39 1.81 0.53
4 O 2.62 -1.14 -2.85
5 O -2.39 0.28 -1.98
6 O -1.29 2.44 -1.67
7 O -0.40 0.56 3.19
8 O -0.55 -2.66 -2.57
9 C -0.75 1.83 2.80
10 C -0.31 -2.11 -1.40
11 C 0.58 2.66 0.91
12 C 2.02 -1.67 -1.94
13 C -0.51 0.29 4.59
14 C -1.68 -3.57 -2.62
15 C 0.97 4.14 0.84
16 C 2.58 -2.98 -1.36
17 C -0.82 2.15 1.28
18 C 0.77 -1.03 -1.31
19 C -1.27 0.85 0.47
20 C 0.31 0.28 -2.02
21 S -1.24 0.99 -1.37
22 H 0.23 0.87 5.14
23 H -0.28 -0.77 4.78
24 H -1.50 0.48 4.94
25 H -1.52 -4.39 -1.89
26 H -1.79 -4.00 -3.59
27 H -2.63 -3.07 -2.40
28 H 0.27 4.70 0.21
29 H 0.90 4.51 1.87
30 H 2.03 4.27 0.47
31 H 2.74 -2.88 -0.29
32 H 3.56 -3.24 -1.79
33 H 1.93 -3.79 -1.59
34 H -1.55 2.95 1.12
35 H 1.02 -0.81 -0.24
36 H -2.32 0.64 0.64
37 H -0.73 -0.06 0.79
38 H 0.24 0.18 -3.11
39 H 1.07 1.06 -1.82

Across the entries above, max |F| takes the values 1.41 5.00 4.06 7.02 3.78 3.95 eV/A, respectively.
Across the entries above, DFT total energy takes the values -59838.696 -18309.529 -311714.647 -54086.380 -24709.260 -39949.887 eV, respectively.